DFT (ωB97M-V/def2-TZVPD) results for an isolated molecule of C4H5ClO3 at a distorted geometry.

Values from the calculation:
Frontier orbital gap   9.8 eV
Energy relative to the best compared isomer or geometry (same formula, charge and spin)   83.5 kJ/mol
HOMO   -9.218 eV
2S+1   1
Calculated total energy   -841.307221 a.u.

Each line ends with the natural charge from an NBO analysis.
Geometry (Å):
C  1.09894  0.03102  -2.27326  -0.251
C  0.10348  0.06021  -0.24478  0.212
C  -0.63293  -0.36193  0.79573  -0.306
C  -0.65851  0.47823  2.03172  0.762
H  1.02393  -0.63151  -3.13543  0.208
H  0.66593  1.02514  -2.45104  0.183
H  2.10963  0.06782  -1.83311  0.185
H  0.62522  1.04733  -0.18279  0.216
H  -1.80647  -0.79242  2.89918  0.498
O  0.25405  -0.60392  -1.38172  -0.474
O  -1.38372  0.07386  3.07452  -0.654
O  0.00818  1.49368  2.04395  -0.585
Cl  -1.40771  -1.88750  0.65704  0.008



DFT (ωB97M-V/def2-TZVPD) results for a cluster of 2 separate species, C4H5ClOS in total at a distorted geometry.

Values from the calculation:
Frontier orbital gap   9.1 eV
Energy relative to the best compared isomer or geometry (same formula, charge and spin)   220.1 kJ/mol
HOMO   -8.642 eV
2S+1   1
Calculated total energy   -1088.934860 a.u.

Each line ends with the natural charge from an NBO analysis.
Geometry (Å):
C  -0.42122  1.44256  -1.99304  0.365
C  1.38022  -0.17934  0.66505  -0.492
C  0.20677  -0.96333  0.95788  -0.096
C  -1.06699  -1.05584  1.37214  -0.431
O  0.16700  2.43014  -2.21378  -0.468
S  1.50370  -1.96496  0.35941  0.135
Cl  -1.34659  1.36340  -0.51863  -0.064
H  1.23749  0.32833  -0.18774  0.213
H  2.00194  0.09910  1.51575  0.245
H  -0.56980  0.49091  -2.64674  0.171
H  -1.60280  -1.92954  1.31664  0.215
H  -1.48972  -0.06144  1.37305  0.207



DFT (ωB97M-V/def2-TZVPD) results for an isolated molecule of C4H5ClS at a distorted geometry.

Values from the calculation:
Frontier orbital gap   10.1 eV
Energy relative to the best compared isomer or geometry (same formula, charge and spin)   178.3 kJ/mol
HOMO   -9.492 eV
2S+1   1
Calculated total energy   -1013.711847 a.u.

Each line ends with the natural charge from an NBO analysis.
Geometry (Å):
C  0.57025  0.11254  0.72070  -0.433
C  -0.88650  -0.15983  1.03239  -0.347
C  1.22759  -1.04414  0.06838  -0.023
C  1.99255  -1.85096  -0.33367  -0.203
H  0.52083  2.59864  0.49499  0.129
H  1.04854  0.13938  1.70546  0.255
H  -1.02982  -1.04836  1.60889  0.224
H  -1.28489  0.71223  1.59399  0.218
H  2.55490  -2.64106  -0.75822  0.238
S  0.80909  1.56224  -0.36045  0.012
Cl  -1.89285  -0.41779  -0.45910  -0.071



DFT (ωB97M-V/def2-TZVPD) results for an isolated molecule of C4H5ClS at a distorted geometry.

Values from the calculation:
Frontier orbital gap   9.9 eV
Energy relative to the best compared isomer or geometry (same formula, charge and spin)   105.2 kJ/mol
HOMO   -9.098 eV
2S+1   1
Calculated total energy   -1013.739681 a.u.

Each line ends with the natural charge from an NBO analysis.
Geometry (Å):
C  1.50685  0.87083  0.07480  -0.164
C  0.17228  0.99915  0.07713  -0.234
C  -0.66372  0.00044  -0.53913  -0.378
C  -1.01198  -1.16141  0.35872  -0.476
H  2.21307  1.69339  0.23060  0.222
H  -0.19208  1.97006  0.33521  0.233
H  -0.36331  -0.27102  -1.55575  0.244
H  -0.68312  -1.10000  1.40195  0.226
H  -0.92403  -2.15809  -0.05149  0.226
S  -2.39388  -0.14258  -0.15689  0.156
Cl  2.33993  -0.70076  -0.17515  -0.054



Which of these has the highest calculated total energy? C4H5ClO3